{"formula": "C4H4BrN", "method": "wB97M-V/def2-TZVPD", "e_homo_ev": [-10.3, -10.3], "relative_energy_kcal_mol": 139.0, "spin_multiplicity": 1, "homo_lumo_gap_ev": [6.5, 6.5], "max_force_ev_per_a": 4.18, "charge": 0, "symbols": ["C", "C", "C", "C", "N", "Br", "H", "H", "H", "H"], "xyz": [[2.68027, -1.51919, 0.07620], [0.04366, -0.86144, -0.24107], [-0.86726, 0.05289, -0.38311], [-0.79387, 1.43266, 0.09494], [3.63929, -2.06197, 0.36649], [-2.81921, -0.55388, -0.51545], [0.28655, -1.91819, -0.07572], [0.13374, 1.82892, -0.28480], [-0.66652, 1.52445, 1.09313], [-1.63665, 2.07576, -0.13060]]}



{"formula": "C13H24BO11Ti", "method": "wB97M-V/def2-TZVPD", "e_homo_ev": [-4.9, -9.5], "relative_energy_kcal_mol": 0.0, "spin_multiplicity": 4, "homo_lumo_gap_ev": [4.6, 9.3], "max_force_ev_per_a": 2.54, "charge": 0, "symbols": ["Ti", "O", "C", "O", "B", "O", "C", "O", "O", "C", "O", "C", "O", "O", "C", "C", "C", "O", "H", "H", "H", "H", "H", "H", "H", "H", "C", "C", "C", "O", "H", "H", "H", "H", "H", "H", "H", "H", "C", "C", "C", "O", "H", "H", "H", "H", "H", "H", "H", "H"], "xyz": [[0.04558, -0.13600, 1.03786], [0.38442, 1.04944, -7.24080], [0.11999, 0.95266, -6.09063], [0.90461, 0.43909, -5.14899], [0.22995, 0.45121, -3.86163], [-1.07117, 1.11920, -4.12987], [-1.16023, 1.42229, -5.41303], [-2.04902, 1.97789, -5.96698], [0.87196, 1.22654, -2.74943], [0.99372, 0.45604, -1.71737], [1.30325, 0.82516, -0.59185], [0.46371, -0.91691, -2.02298], [0.04068, -0.86839, -3.25540], [0.38561, -1.78183, -1.18676], [-4.09941, 1.27154, -0.82814], [-3.13483, 0.29593, -0.15959], [-2.81735, -0.99666, -0.89507], [-1.88681, 0.94658, 0.21127], [-4.99589, 0.67547, -0.99230], [-3.73065, 1.68376, -1.76971], [-4.30128, 2.15492, -0.22163], [-3.53614, -0.00602, 0.81467], [-3.58472, -1.76035, -0.81970], [-1.90263, -1.43391, -0.49183], [-2.60705, -0.69045, -1.92518], [-1.88792, 1.90596, 0.17438], [2.78018, 2.08762, 2.47049], [1.45179, 2.35798, 3.16662], [0.74805, 3.50694, 2.50269], [0.66840, 1.14425, 2.77958], [3.47023, 2.92890, 2.53818], [2.63591, 1.81854, 1.42434], [3.26955, 1.21318, 2.90995], [1.44625, 2.41448, 4.25254], [-0.33834, 3.50379, 2.60306], [1.00877, 3.54561, 1.44510], [1.06281, 4.46452, 2.93532], [-0.00549, 1.02861, 3.46498], [2.23386, -3.75619, 0.84331], [1.21371, -3.09395, 1.73640], [1.03401, -3.73923, 3.07471], [1.42720, -1.66529, 1.84428], [2.20416, -4.83999, 0.82123], [3.25961, -3.39681, 0.99311], [2.02685, -3.38342, -0.16784], [0.24848, -3.12192, 1.21296], [1.90649, -3.82881, 3.72677], [0.59067, -4.73291, 3.00520], [0.30259, -3.12486, 3.61407], [2.37581, -1.59417, 2.04364]]}



{"formula": "C6H9N3O", "method": "wB97M-V/def2-TZVPD", "e_homo_ev": -8.5, "relative_energy_kcal_mol": 51.9, "smiles": "CC(=O)Nc1nccn1C", "spin_multiplicity": 1, "homo_lumo_gap_ev": 9.0, "max_force_ev_per_a": 4.98, "charge": 0, "symbols": ["C", "C", "O", "N", "C", "N", "C", "C", "N", "C", "H", "H", "H", "H", "H", "H", "H", "H", "H"], "xyz": [[3.27924, 0.07016, -0.29813], [2.01946, -0.63808, 0.12353], [1.96721, -1.46977, 0.97452], [0.79508, -0.09784, -0.44244], [-0.49234, -0.63813, -0.26073], [-0.86103, -1.81888, -0.34102], [-2.24283, -1.80162, -0.10694], [-2.61816, -0.53333, 0.19798], [-1.49641, 0.23519, 0.09275], [-1.43799, 1.68355, 0.31202], [3.92870, -0.65302, -0.04830], [3.11328, 0.38515, -1.28377], [3.74372, 0.95137, 0.53410], [0.96801, 0.70198, -0.98300], [-3.00434, -2.64871, -0.06764], [-3.53291, -0.26656, 0.46160], [-1.22159, 2.38397, -0.60450], [-0.46191, 2.05284, 0.99921], [-2.44518, 2.10172, 0.74075]]}



{"formula": "C4H9N4O", "method": "wB97M-V/def2-TZVPD", "e_homo_ev": -15.1, "relative_energy_kcal_mol": 143.1, "smiles": "CCOn1nnc[n+]1C", "spin_multiplicity": 1, "homo_lumo_gap_ev": 10.6, "max_force_ev_per_a": 6.38, "charge": 1, "symbols": ["C", "C", "O", "N", "N", "N", "C", "N", "C", "H", "H", "H", "H", "H", "H", "H", "H", "H"], "xyz": [[-0.94477, -1.64538, -1.50319], [0.49082, -1.18892, -1.74171], [0.75862, -0.50884, -0.48984], [0.06946, 0.59933, -0.20074], [-0.73123, 1.32992, -0.76990], [-1.15191, 2.31713, -0.00820], [-0.49454, 2.18771, 1.16211], [0.20618, 1.08707, 1.26426], [1.06764, 0.35391, 2.03676], [-1.18659, -1.93427, -0.49154], [-1.66050, -0.82958, -1.79954], [-1.15680, -2.49724, -2.10212], [0.69895, -0.50264, -2.53797], [1.20478, -1.94644, -1.53965], [-0.91741, 2.77033, 2.01015], [1.03676, -0.69751, 1.62841], [2.07502, 0.83111, 2.13700], [0.63552, 0.27433, 2.94569]]}



{"formula": "C5H14", "method": "wB97M-V/def2-TZVPD", "e_homo_ev": -10.9, "relative_energy_kcal_mol": 43.0, "smiles": "CCC.CC", "spin_multiplicity": 1, "homo_lumo_gap_ev": 11.9, "max_force_ev_per_a": 3.88, "charge": 0, "symbols": ["C", "C", "C", "H", "H", "H", "H", "H", "H", "H", "H", "C", "C", "H", "H", "H", "H", "H", "H"], "xyz": [[1.26806, -1.15627, 1.14953], [0.38525, -1.77650, 0.12328], [1.21287, -2.90668, -0.57363], [2.41382, -1.16187, 0.81708], [0.89711, -0.07601, 1.47938], [1.06577, -1.66713, 2.17429], [0.06673, -1.00149, -0.51488], [-0.38982, -2.44703, 0.49014], [2.19481, -2.65936, -0.77258], [0.57907, -3.06952, -1.43799], [1.28304, -3.83497, 0.05145], [-1.19920, 3.13621, 0.33086], [-1.58490, 2.26957, -1.06233], [-0.93618, 4.18287, -0.01600], [-2.07427, 3.25799, 1.02119], [-0.33428, 2.57095, 0.66705], [-1.60097, 3.01127, -1.78705], [-2.52399, 1.75361, -0.82437], [-0.72292, 1.57433, -1.31541]]}